1.
# C6H8

One molecule with the formula C6H8 (wB97M-V/def2-TZVPD, the Open Molecules 2025 dataset).

Element x y z (Å)
C 0.204367 0.074985 1.815498
C 0.523596 -0.517999 0.464264
C -0.589040 -1.201751 -0.332139
C -0.016659 0.090300 -0.768339
C -0.465542 1.405864 -1.283851
C 0.430987 0.778060 -2.002901
H -0.773505 0.550435 1.797610
H 0.946200 0.824947 2.086842
H 0.200096 -0.696397 2.584705
H 1.503651 -0.981678 0.412682
H -0.347508 -2.102152 -0.879586
H -1.578644 -1.215360 0.103016
H -1.094800 2.249789 -1.136834
H 1.056801 0.740954 -2.860967

Atomic forces in eV per Å
0.093 -0.125 -0.215
0.110 0.214 0.241
-0.121 -0.141 -0.191
0.065 0.095 -0.165
0.873 -0.836 -0.401
-0.857 0.299 0.959
-0.121 0.071 0.043
0.010 0.083 0.074
-0.024 -0.009 0.103
-0.013 -0.059 -0.132
0.085 -0.062 -0.058
-0.093 0.051 0.126
-0.258 0.387 0.015
0.249 0.031 -0.400

Values from the calculation:
Max |F|   1.3 eV/Å
2S+1   1
Structure (SMILES)   C[C@H]1CC12C=C2
Molar mass   80.13 g mol⁻¹
Charge   0
Frontier orbital gap   9.8 eV

2.
# C35H35N4O3PbSSe

C35H35N4O3PbSSe as an isolated structure (wB97M-V/def2-TZVPD, the Open Molecules 2025 dataset).

Element x y z (Å)
Pb 1.785340 -0.692278 1.308234
C 2.039131 4.724009 -0.116518
C 0.693282 5.208002 -0.584439
C 0.353908 6.553654 -0.474760
C -0.852877 7.042985 -0.947700
C -1.749373 6.183444 -1.563537
C -1.443239 4.838375 -1.673720
C -0.240674 4.337811 -1.176661
N 0.035658 2.963473 -1.316899
C 0.315727 2.055846 -0.297379
N 0.022520 2.533827 0.940619
C 0.085984 2.011047 2.247142
C 0.627492 0.781565 2.619185
C 0.600859 0.405882 3.956536
C 0.045952 1.227489 4.923384
C -0.482134 2.451573 4.548938
C -0.467681 2.862458 3.227219
C -1.048690 4.208453 2.861047
N 0.764702 0.886049 -0.551147
C 0.951721 0.507071 -1.899601
C 2.217508 0.569547 -2.476704
C 2.417055 0.159543 -3.784598
C 1.348821 -0.304773 -4.538145
C 0.084099 -0.342277 -3.971502
C -0.136931 0.056217 -2.657146
C -1.526084 0.017439 -2.077590
H 2.776337 5.522535 -0.195329
H 2.379509 3.875175 -0.709325
H 2.012016 4.396772 0.924696
H 1.068862 7.235133 -0.028147
H -1.085087 8.095909 -0.850604
H -2.688002 6.556836 -1.952409
H -2.139307 4.155781 -2.146497
H -0.082100 2.545261 -2.225864
H -0.370210 3.458135 0.908731
H 1.017135 -0.548705 4.241052
H 0.027508 0.916429 5.960534
H -0.919393 3.101043 5.299611
H -1.395793 4.711964 3.761619
H -1.902982 4.109484 2.183233
H -0.311512 4.863070 2.384948
H 3.045969 0.912158 -1.873258
H 3.409198 0.207284 -4.215984
H 1.495352 -0.643174 -5.556525
H -0.759762 -0.690227 -4.557876
H -2.156415 -0.645296 -2.669863
H -1.993808 1.007917 -2.081891
H -1.499920 -0.337796 -1.047352
N 3.372858 -0.321979 4.124545
C 3.648928 -1.523293 4.904831
C 3.364961 -2.774824 4.072952
C 1.854881 -2.936252 3.865404
O 1.226469 -3.623227 4.670337
O 1.324487 -2.302215 2.881313
H 4.021984 -0.230331 3.347992
H 3.444928 0.520265 4.681691
H 2.989726 -1.523445 5.777944
H 4.681723 -1.572117 5.283356
H 3.721833 -3.654403 4.607483
H 3.871848 -2.700977 3.106709
C -5.252080 -7.455319 -2.660616
C -3.817343 -7.533119 -3.090245
O -3.006798 -8.312134 -2.692139
S -3.354835 -6.223740 -4.309052
C -2.366663 -5.256523 -3.171890
C -0.991738 -5.425221 -3.089971
C -0.254528 -4.624255 -2.233995
C -0.878529 -3.651467 -1.446445
C -2.268153 -3.513412 -1.519589
C -3.004677 -4.304987 -2.383113
C -0.101368 -2.800912 -0.604533
C 0.567029 -2.050683 0.069670
H -5.558581 -8.360390 -2.137481
H -5.892645 -7.262521 -3.518949
H -5.339211 -6.601819 -1.984687
H -0.504196 -6.182325 -3.688717
H 0.818969 -4.735970 -2.165325
H -2.765169 -2.780400 -0.898967
H -4.077004 -4.175827 -2.458316
Se 4.153229 -0.158258 0.582023

Atomic forces in eV per Å
-0.022 0.400 0.370
-0.051 -0.015 -0.014
-0.002 -0.129 -0.090
-0.038 -0.008 0.006
0.004 0.050 0.000
-0.023 0.022 -0.052
0.008 -0.007 0.041
0.023 0.197 0.117
0.090 -0.087 0.031
-0.083 0.131 -0.324
0.037 0.245 -0.109
0.074 -0.211 0.290
0.288 -0.542 -0.652
-0.363 0.060 0.221
0.019 -0.063 -0.042
0.029 0.024 0.013
-0.054 0.110 -0.006
0.024 -0.150 0.066
0.007 -0.148 0.289
-0.035 0.093 -0.178
0.050 -0.007 0.062
-0.044 0.011 -0.084
-0.007 0.000 0.018
-0.006 -0.015 -0.033
-0.125 0.002 -0.018
0.071 -0.014 -0.001
-0.014 0.008 0.000
0.015 -0.014 0.021
0.007 -0.039 0.011
0.004 -0.018 0.016
0.001 -0.005 0.001
0.001 -0.004 0.002
0.006 -0.033 0.046
0.085 0.010 -0.028
-0.047 -0.002 -0.007
-0.173 0.130 -0.065
-0.019 -0.020 -0.003
0.004 0.051 -0.034
-0.027 0.033 -0.022
0.000 0.070 -0.017
-0.024 0.034 -0.024
0.014 -0.023 0.086
0.010 -0.028 0.031
0.011 0.031 -0.001
0.014 -0.049 0.018
-0.035 -0.022 0.031
0.011 0.002 0.048
-0.017 -0.011 -0.001
0.413 -0.014 -0.070
0.126 -0.031 0.005
-0.222 0.054 -0.066
0.291 -0.188 0.330
0.048 0.194 -0.199
-0.101 0.140 -0.441
0.073 -0.007 -0.049
-0.034 -0.021 0.031
0.011 -0.043 0.021
-0.042 0.029 -0.027
0.030 -0.003 -0.012
0.066 0.037 0.039
-0.071 -0.194 0.120
0.163 0.102 -0.221
-0.138 -0.026 0.111
0.074 0.083 0.189
-0.217 -0.104 -0.228
0.058 0.029 0.073
-0.024 0.003 -0.011
-0.011 -0.054 -0.056
-0.003 -0.065 -0.026
0.093 0.075 0.027
0.090 0.121 0.056
-0.033 0.003 0.159
0.067 0.005 -0.008
-0.015 0.016 -0.010
-0.033 0.029 -0.035
-0.017 0.011 -0.029
0.003 -0.001 -0.012
0.042 0.038 0.011
-0.002 -0.013 -0.015
-0.381 -0.257 0.316

Values from the calculation:
Max |F|   0.9 eV/Å
2S+1   1
Molar mass   877.92 g mol⁻¹
Charge   -1
Frontier orbital gap   6.8 eV

3.
# C29H87N17O14P4

A 9-piece molecular cluster, C29H87N17O14P4 overall (wB97M-V/def2-TZVPD, the Open Molecules 2025 dataset).

Element x y z (Å)
O 2.501600 7.447540 -14.327180
P 1.907260 6.761720 -13.181050
N 0.273500 6.251500 -13.596990
C -0.600340 5.641720 -12.615140
C -0.071270 6.156450 -14.935480
N 1.703310 7.531100 -11.584890
C 1.134220 8.934300 -11.553450
C 1.600090 6.750440 -10.433170
N 2.654330 5.273640 -12.785230
C 4.043190 5.311990 -12.376090
C 2.328860 4.003400 -13.584260
H -1.618620 5.565400 -12.996420
H -0.658950 6.213600 -11.689070
H -0.232220 4.618920 -12.534650
H 0.216650 7.038360 -15.507710
H -1.140750 6.058770 -15.121940
H 0.481130 5.286590 -15.290870
H 1.931210 9.615320 -11.851970
H 0.190460 9.030250 -12.090310
H 0.837660 9.282700 -10.564120
H 1.895860 7.284620 -9.530240
H 0.560230 6.509530 -10.212380
H 2.233120 5.863220 -10.447380
H 4.217930 6.181140 -11.741940
H 4.331430 4.318000 -12.034020
H 4.638850 5.426230 -13.281760
H 2.661130 3.143310 -13.002940
H 2.876890 3.952960 -14.525130
H 1.317450 3.841190 -13.956880
O 4.365750 7.826990 -5.101130
P 3.222100 8.779050 -4.786640
N 3.137920 9.762980 -3.295910
C 2.052250 10.791480 -3.117670
C 4.092320 9.514840 -2.104120
N 1.677170 8.024280 -4.862030
C 1.567430 6.640660 -5.242570
C 0.406530 8.744940 -4.958020
N 3.239060 9.933070 -5.995550
C 4.168350 11.012200 -5.900690
C 3.013810 9.493240 -7.386910
H 1.261260 10.319130 -2.535160
H 1.765600 11.136590 -4.111060
H 2.350990 11.688310 -2.574940
H 4.035160 8.450480 -1.876190
H 3.886520 10.222040 -1.300620
H 5.113250 9.697110 -2.439660
H 2.332040 5.993660 -4.812610
H 0.578780 6.233090 -5.031490
H 1.640370 6.579600 -6.328410
H 0.346750 9.625710 -4.318670
H 0.283960 9.158200 -5.959170
H -0.463230 8.096370 -4.853320
H 3.858050 11.883520 -6.477410
H 4.241900 11.346380 -4.865790
H 5.191040 10.806190 -6.216570
H 2.779110 10.360780 -8.003670
H 2.182930 8.790580 -7.450280
H 3.841990 8.993250 -7.889130
O 9.579150 7.528730 -14.103720
P 9.867400 6.171500 -14.648640
N 11.345820 5.529740 -14.177430
C 11.834370 5.827730 -12.848980
C 12.177460 4.565770 -14.936510
N 9.845530 6.064100 -16.312680
C 8.535780 6.220590 -16.911220
C 10.977320 6.554300 -17.126060
N 8.776990 4.945840 -13.961240
C 8.886900 3.521550 -14.313400
C 8.064340 5.273870 -12.638060
H 11.351520 6.621960 -12.279630
H 12.887250 6.108360 -12.820780
H 11.805250 4.910200 -12.261290
H 13.052190 5.010880 -15.410670
H 11.579810 4.044870 -15.684560
H 12.492230 3.884940 -14.145630
H 8.173460 7.248530 -16.898550
H 8.651730 5.800760 -17.910420
H 7.709210 5.661910 -16.472180
H 11.931280 6.534240 -16.599130
H 11.150440 5.986870 -18.040480
H 10.918890 7.623940 -17.327460
H 9.786490 3.119690 -13.847200
H 7.988690 2.992250 -13.995340
H 9.048660 3.416430 -15.386190
H 7.368380 4.560360 -12.196860
H 7.399490 6.047070 -13.023080
H 8.739090 5.759050 -11.932790
O -4.892690 8.110320 -8.983150
P -4.086520 7.914560 -7.745040
N -4.807640 8.021740 -6.173680
C -6.240110 7.940070 -6.108580
C -4.108720 7.738990 -4.894710
N -2.932490 9.208940 -7.614640
C -3.290750 10.460640 -6.915910
C -2.082490 9.413540 -8.768840
N -3.110670 6.421070 -7.721820
C -3.628560 5.145630 -7.955350
C -1.692780 6.318810 -7.205540
H -6.809500 8.762920 -6.540800
H -6.524800 7.742520 -5.075130
H -6.593010 7.155610 -6.778040
H -3.657210 6.748540 -4.951740
H -4.718380 7.901230 -4.005850
H -3.203720 8.333280 -4.768600
H -3.944140 10.362080 -6.049040
H -2.429160 11.046590 -6.595880
H -3.844150 11.117660 -7.586860
H -1.208150 8.765070 -8.713050
H -2.643140 9.149570 -9.665550
H -1.793610 10.462440 -8.835730
H -3.016390 4.364750 -7.504150
H -4.671500 5.028840 -7.660840
H -3.891600 4.907980 -8.986090
H -1.376120 7.347220 -7.031760
H -1.010880 5.890860 -7.940360
H -1.654540 5.732590 -6.287400
C 4.821300 5.717680 -16.474070
N 5.044530 4.347270 -17.098120
O 6.022900 4.330940 -17.838190
O 4.351670 3.474620 -16.641460
H 5.614790 6.392060 -16.796070
H 4.912770 5.798930 -15.390950
H 3.832780 5.972790 -16.855980
C 0.103360 1.026610 -15.788900
N -0.264190 0.820470 -17.292310
O -0.368420 1.756550 -18.093740
O -0.451010 -0.320010 -17.691710
H -0.433460 0.226440 -15.279350
H -0.162250 2.073560 -15.642420
H 1.143090 0.700280 -15.812840
C -3.965240 3.358240 -11.731320
N -3.557420 3.762970 -13.104360
O -2.727410 3.124950 -13.743690
O -4.105000 4.759970 -13.597430
H -4.650730 2.512740 -11.789180
H -4.201920 4.098520 -10.967070
H -3.111070 2.767690 -11.400040
C 4.717990 1.323180 -13.588680
N 4.721540 0.935760 -15.009760
O 3.670730 0.457240 -15.373400
O 5.766630 1.021580 -15.673810
H 3.854870 1.343490 -12.923310
H 5.097090 2.338140 -13.469310
H 5.365750 0.516220 -13.246160
C -2.572270 9.211020 -16.368790
N -2.115400 10.661330 -16.320600
O -3.010480 11.534410 -16.371850
O -0.939780 10.873670 -16.267020
H -2.327630 8.633510 -17.260280
H -3.657950 9.167830 -16.455550
H -2.336890 8.766640 -15.401720

Atomic forces in eV per Å
0.657 1.001 0.104
-4.032 -2.227 1.569
2.352 2.777 3.048
0.078 -0.458 -0.482
0.090 -0.274 -2.196
0.773 1.276 -3.595
0.607 -1.035 0.109
-0.437 -0.633 2.026
-1.449 -0.721 -0.463
-0.263 -0.097 -1.466
0.714 1.234 0.049
-0.030 0.063 -0.207
0.251 -0.292 -0.002
-0.438 -0.288 1.031
0.375 0.002 -0.042
-0.043 -0.426 0.403
-0.437 -0.223 -1.265
-0.401 0.131 -0.522
0.295 -0.046 -0.682
0.360 -0.679 0.506
0.447 0.487 0.027
-0.143 -0.653 0.059
-0.371 -0.061 -0.235
0.223 -0.434 0.372
0.034 0.219 0.921
0.555 0.333 -0.119
-0.289 0.129 0.263
0.604 0.293 -0.083
-0.306 0.519 0.916
-1.974 1.031 2.015
0.015 -0.231 0.307
1.148 -0.324 -0.497
1.130 -1.227 -0.188
-0.742 -0.080 -2.577
0.707 0.605 0.972
0.234 -0.487 -1.045
0.444 0.797 -0.813
-0.969 0.022 -0.652
0.616 1.072 0.589
-0.342 -0.103 0.236
-0.445 0.277 -0.261
-0.385 -0.160 0.141
0.605 -0.134 0.107
-0.113 0.224 0.687
-0.353 -0.405 0.007
0.071 0.080 0.000
0.002 0.235 0.057
0.012 0.156 0.486
0.181 -0.407 -0.350
-0.083 -0.518 0.227
-0.018 0.105 -0.456
0.255 -0.161 0.549
-0.324 -0.032 -0.184
-0.039 -0.032 0.047
0.138 -0.483 -0.181
-0.179 0.121 0.120
-0.157 0.090 0.179
0.489 -0.033 0.418
0.058 -1.183 -0.043
-0.559 -1.130 1.816
0.428 1.046 -1.363
0.614 -0.433 0.553
-0.967 0.453 1.176
0.508 -0.784 0.873
-0.298 -0.191 -0.827
0.283 0.449 0.804
-0.521 0.753 -0.023
0.829 1.229 0.114
0.245 1.743 -2.608
-0.572 -0.086 -0.570
0.261 0.133 -0.491
-0.211 -0.166 0.369
0.081 0.144 0.037
0.065 0.014 0.080
0.339 -0.522 -0.429
0.283 0.315 -0.396
-0.431 0.440 -0.278
0.622 -0.406 0.513
-0.216 -0.492 0.429
-0.514 -0.060 -0.052
-0.596 0.097 -0.426
0.010 -0.565 0.282
0.130 -0.059 -0.133
-0.329 -0.050 -0.108
0.734 -0.720 -0.307
-0.196 0.450 0.763
-0.058 -0.427 0.235
-0.153 -0.953 1.782
2.529 0.253 0.993
0.455 0.478 -0.700
-0.974 -0.649 -0.781
1.175 -0.170 -1.529
-0.687 -0.913 1.511
-0.526 0.035 -0.423
-0.299 -0.300 -0.350
1.587 3.102 0.794
-2.539 -1.492 -1.087
-1.442 1.525 -0.626
0.375 0.785 0.463
-0.314 0.031 -0.251
-0.191 -0.649 0.404
-0.496 -0.539 0.430
-0.237 -0.201 -0.385
-0.103 0.669 -0.183
0.176 -0.609 -0.057
0.399 -0.381 -0.038
-0.119 0.152 -0.274
0.267 0.138 -0.104
0.148 0.103 -0.298
0.141 -0.111 -0.002
-0.164 0.026 -0.105
-0.197 0.053 1.314
1.262 -0.028 -0.704
0.243 -0.134 0.320
-0.182 -0.187 -0.184
-0.026 -0.013 0.115
-0.114 0.570 -0.757
1.864 2.634 2.271
-1.212 -1.530 -0.178
0.152 -0.923 -1.101
-0.363 -0.156 -0.680
-0.605 -1.016 0.004
0.094 0.509 0.477
-0.339 -0.672 -2.485
-0.734 -0.038 -1.873
0.535 -0.225 2.040
0.321 -0.060 1.101
-0.351 0.651 0.158
0.267 -0.327 0.726
0.206 0.753 0.360
1.770 -1.745 -1.082
-1.797 0.664 3.874
3.169 -3.074 -1.515
-1.958 3.232 -1.084
-1.129 0.313 -0.043
-0.261 0.331 -0.721
0.556 0.322 0.459
1.756 0.393 1.183
-0.348 0.133 -0.973
0.061 -0.184 -0.908
-1.818 -0.020 1.491
-0.823 -0.702 -1.309
0.807 -0.306 -0.281
0.466 0.609 0.780
-1.545 -0.010 0.367
-2.366 0.202 -0.970
1.566 -1.408 0.216
0.607 0.169 0.177
1.287 0.435 0.238
-0.061 0.713 0.399
0.506 -0.160 -0.381

Values from the calculation:
Max |F|   4.9 eV/Å
2S+1   2
Molar mass   1022.02 g mol⁻¹
Charge   -1
Expectation value of S²   0.753
Frontier orbital gap (spin up / spin down)   2.5 / 6.0 eV